Version a
The following is a quantum chemistry calculation of a 2-piece molecular cluster, CH3FIP overall, from OMol25.

XYZ file:
```
7
Properties=species:S:1:pos:R:3:nbo_charge:R:1
C 0.016 0.289 -0.386 -0.677
F -0.941 -2.050 -0.349 -0.569
P -1.104 -0.717 0.487 1.020
I 3.022 -0.423 0.095 -0.224
H 0.373 0.396 -1.413 0.251
H -0.043 1.223 0.199 0.209
H 0.051 -0.855 1.336 -0.010
```

- Lowest unoccupied orbital energy (alpha / beta): -1.328 / -2.531 eV
- Gap between HOMO and LUMO (alpha / beta): 0.298 / 0.233 Eh
- HOMO (alpha / beta): -9.43 / -8.87 eV
- Charge: 0

---

Version b
The following is a quantum chemistry calculation of a 2-piece molecular cluster, CH3FIP overall, from OMol25.

XYZ file:
```
7
Properties=species:S:1:pos:R:3:nbo_charge:R:1
C -0.706 0.494 0.736 -0.815
F 1.693 1.174 0.038 -0.583
P 0.176 1.873 -0.063 1.005
I -2.651 0.126 -0.079 0.172
H 0.287 -1.075 0.399 0.126
H -0.575 0.252 1.703 0.184
H 0.180 1.389 -1.258 -0.090
```

- Lowest unoccupied orbital energy (alpha / beta): -0.571 / -0.571 eV
- Gap between HOMO and LUMO (alpha / beta): 0.319 / 0.319 Eh
- HOMO (alpha / beta): -9.26 / -9.26 eV
- Charge: 0

---

Which structure loses on stability? version b does.